# 1
Density functional theory data (the ωB97M-V functional and the def2-TZVPD basis) for the ion C7H10BrN4 with charge +1 at a distorted geometry.

Geometry as XYZ:
```
22
Properties=species:S:1:pos:R:3
C -1.41306 -3.22942 0.19155
C -1.11645 -1.83650 -0.12070
C -0.90164 -0.66957 -0.30255
C -0.63640 0.75016 -0.51315
N -1.78823 1.59634 -0.60789
N 0.08074 1.13261 0.91067
C 1.33958 0.76834 1.09326
N 1.89898 0.84881 2.35857
N 2.04974 0.19050 0.09423
C 1.71940 0.28024 -1.11739
C 0.45796 0.93396 -1.64063
Br 0.83859 2.89593 -1.85260
H -2.46865 -3.38534 0.70488
H -0.69713 -3.73130 0.76966
H -1.40042 -3.71712 -0.71202
H -2.66552 1.19166 -0.63350
H -1.73902 1.97846 -1.63807
H -0.38185 1.56280 1.71282
H 2.85477 0.63760 2.64378
H 1.44684 1.43189 3.06201
H 2.43975 -0.20896 -1.84305
H 0.08202 0.57889 -2.55987
```

Output
Energy above the lowest of the compared OMol25 structures with the same formula, charge and spin   9.35 kcal per mole
Net charge   +1
SMILES   CC#C[C@@]1(N)NC(=[NH2+])N=C[C@@H]1Br
Calculated total energy   -83415.1843 eV

# 2
Density functional theory data (the ωB97M-V functional and the def2-TZVPD basis) for a structure of composition C7H10BrNPt at a distorted geometry.

Geometry as XYZ:
```
20
Properties=species:S:1:pos:R:3
C -0.59522 0.76672 -2.24521
C 0.77060 0.69127 -1.82092
C 0.88417 1.35824 -0.56817
C -0.42024 1.85094 -0.19737
C -1.32761 1.50777 -1.25141
Pt -0.60090 -0.42919 -0.25442
N -3.38826 0.64788 1.01509
C 0.52518 -1.93278 -0.73252
C 1.92235 -1.62862 -0.59368
H 1.79516 1.46520 0.00738
H 1.59742 0.24788 -2.36754
H -0.64851 2.43946 0.68240
H -2.35100 1.84044 -1.32842
H -0.97782 0.42658 -3.19278
H 2.50204 -1.48237 -1.50561
H 0.29897 -2.85456 -0.18176
H -3.36353 -0.30054 0.57832
H 2.38194 -1.77927 0.38227
H 0.20928 -2.05671 -1.77345
Br 0.28487 -0.52295 2.00849
```

Output
2S+1   5
Calculated total energy   -82192.8636 eV

# 3
Density functional theory data (the ωB97M-V functional and the def2-TZVPD basis) for a structure of composition C7H10ClGaN at a distorted geometry.

Geometry as XYZ:
```
20
Properties=species:S:1:pos:R:3
C 1.50886 -1.31120 -2.04876
C 1.13053 -2.37535 -1.20815
C 1.16195 -1.94305 0.13655
C 1.50694 -0.47499 0.15510
C 1.77641 -0.14460 -1.29926
Ga -0.23978 0.67309 0.11046
N 0.01792 2.13406 -1.14610
C -1.72425 0.63340 -0.95257
C -1.87657 -0.60832 -0.15749
H 0.96154 -2.49420 1.03598
H 0.87136 -3.40113 -1.53422
H 1.85017 0.06986 0.99909
H 2.06517 0.84461 -1.61293
H 1.61354 -1.38276 -3.16686
H -1.66647 -1.59873 -0.71104
H -2.51822 1.38385 -0.74089
H -0.33801 2.98791 -0.81901
H -2.59171 -0.62451 0.70561
H -1.61571 0.42432 -2.02381
Cl -0.46477 0.95430 2.27349
```

Output
Net charge   -1
Calculated total energy   -73807.0606 eV

# 4
Density functional theory data (the ωB97M-V functional and the def2-TZVPD basis) for a cluster of 2 separate species, C7H10ClN2O2 in total at a distorted geometry.

Geometry as XYZ:
```
22
Properties=species:S:1:pos:R:3
C 1.14683 -0.00096 -1.68295
C 1.09572 1.81508 -0.40657
C -1.27493 -1.47112 1.09256
C 0.22346 1.17575 0.55276
C 0.50257 -0.28298 0.56862
C 1.91810 2.90667 0.04599
C -2.98682 -2.53682 -0.22347
N 1.29761 1.28402 -1.53013
N 1.12926 -0.79944 -0.70721
O -1.37190 -1.77110 2.20228
O -1.74771 -1.79976 -0.05996
Cl 1.55930 -0.71080 1.93617
H 1.35260 -0.26254 -2.74219
H 0.45432 1.54952 1.54289
H -0.86701 1.32053 0.37196
H 2.69055 3.23033 -0.64184
H 2.21316 2.43085 1.07806
H 1.23387 3.81083 0.35188
H -2.83174 -2.85605 -1.30775
H -3.87740 -1.79404 -0.11335
H -3.03100 -3.41450 0.41059
H 1.17118 -1.82346 -0.73834
```

Output
Energy above the lowest of the compared OMol25 structures with the same formula, charge and spin   44.99 kcal per mole
Net charge   +1
Calculated total energy   -27008.7112 eV

# 5
Density functional theory data (the ωB97M-V functional and the def2-TZVPD basis) for a structure of composition C7H10CrN2O4S at a distorted geometry.

Geometry as XYZ:
```
25
Properties=species:S:1:pos:R:3
Cr -0.27184 -0.82097 -1.83000
O -0.28147 2.23874 -1.72254
C -0.27755 1.07904 -1.79888
C -0.26567 -2.72593 -1.88390
O -0.26469 -3.88051 -1.82849
C 1.62719 -0.81172 -1.83199
O 2.78611 -0.81035 -1.76690
C -2.17059 -0.82065 -1.91227
O -3.32926 -0.82500 -1.89378
H -0.26948 -0.44990 -6.35121
H -0.26758 -1.17865 -6.36378
C -0.98024 1.91837 2.11800
N -1.05685 0.53391 1.59696
C -0.00994 -0.21419 1.26104
S -0.38159 -1.65252 0.30608
N 1.26254 -0.11999 1.66637
C 1.68030 0.43826 2.97306
H 0.06044 2.25262 2.13276
H -1.41306 1.95674 3.13000
H -1.53744 2.59738 1.46429
H -2.04543 0.22904 1.41779
H 2.04431 -0.64064 1.19594
H 2.20600 -0.32424 3.55752
H 2.35427 1.29428 2.81204
H 0.80151 0.73689 3.55191
```

Output
2S+1   5
Net charge   +2
Calculated total energy   -57828.1278 eV

# 6
Density functional theory data (the ωB97M-V functional and the def2-TZVPD basis) for an isolated molecule of C7H10F2N2O3 at a distorted geometry.

Geometry as XYZ:
```
24
Properties=species:S:1:pos:R:3
N -2.84665 -1.83972 0.76480
C -2.79140 -0.58029 0.27740
O -3.49400 0.40183 0.52730
C -1.61722 -0.48268 -0.75879
F -1.75075 0.55835 -1.57687
F -1.49353 -1.55519 -1.53138
N -0.14685 -0.41084 0.17222
C 0.13808 0.73731 0.99204
C 0.83051 1.83883 0.08163
C 1.48402 1.00876 -0.94981
C 0.90992 -0.39754 -0.84836
C 2.08450 -1.30997 -0.27304
O 3.21569 -1.22955 -0.69088
O 1.63768 -2.26814 0.55627
H -1.99510 -2.32420 0.64984
H -3.63604 -2.19024 1.26839
H 0.80941 0.21489 1.69080
H -0.82041 0.91109 1.53454
H 1.55639 2.44529 0.62957
H 0.13939 2.37018 -0.41852
H 1.24624 1.44226 -1.91753
H 2.52201 0.91488 -0.70824
H 0.59117 -0.83486 -1.71977
H 0.72066 -1.86006 0.68839
```

Output
Energy above the lowest of the compared OMol25 structures with the same formula, charge and spin   0.00 kcal per mole
SMILES   NC(=O)C(F)(F)N1CCC[C@H]1C(=O)O
Calculated total energy   -21977.9929 eV

# 7
Density functional theory data (the ωB97M-V functional and the def2-TZVPD basis) for a structure of composition C7H10FILaO2 at a distorted geometry.

Geometry as XYZ:
```
22
Properties=species:S:1:pos:R:3
C 2.83148 -0.34381 0.36628
C 1.83495 0.79111 0.45444
F 2.54901 1.97660 0.43893
C 0.86483 0.91570 -0.72640
C -0.52810 0.27109 -0.65309
C -1.49545 0.68518 0.49646
C -2.57342 -0.31030 0.35542
O -3.69008 -0.37642 0.97534
O -2.42955 -1.21697 -0.56645
C -0.63151 -1.23651 -0.64746
I -0.20006 -2.34357 1.08252
H 3.38585 -0.47714 1.29433
H 3.53725 -0.10191 -0.43226
H 2.36286 -1.30044 0.12064
H 1.28989 0.77970 1.41149
H 0.66640 1.98005 -0.87975
H 1.35848 0.56087 -1.63678
H -1.07202 0.60696 -1.54699
H -1.07228 0.67243 1.50778
H -1.93634 1.68958 0.40867
H -0.26339 -1.84924 -1.47025
La -4.78879 -1.37297 -0.35286
```

Output
Net charge   +3
Calculated total energy   -23160.2686 eV

# 8
Density functional theory data (the ωB97M-V functional and the def2-TZVPD basis) for a cluster of 2 separate species, C7H10FN3O2 in total at a distorted geometry.

Geometry as XYZ:
```
23
Properties=species:S:1:pos:R:3
C 0.94110 -1.80712 -0.47331
C 2.01095 -1.50610 -2.36432
C 1.54396 -0.51191 -0.39076
C -0.98211 2.32154 0.34537
C -2.05806 -0.73243 1.52969
C 1.52636 0.42196 0.55917
C -0.92486 0.96174 -0.13763
N 1.28093 -2.43535 -1.71050
N 2.08658 -0.33258 -1.66750
N -1.56555 -0.20711 0.29850
O -1.55110 2.37615 1.55644
O -0.46589 3.31564 -0.14755
F -0.65537 0.77871 -1.42842
H 0.25309 -2.39114 0.08689
H 2.21746 -1.58070 -3.42173
H -1.41952 -0.72538 2.46102
H -3.11900 -0.35787 1.79880
H -2.02648 -1.85938 1.33425
H 1.99316 1.36861 0.63305
H 1.00375 0.15253 1.49302
H 2.44027 0.43029 -2.09233
H -1.17021 -0.90903 -0.20552
H -1.35943 3.22894 1.94339
```

Output
Energy above the lowest of the compared OMol25 structures with the same formula, charge and spin   83.07 kcal per mole
Calculated total energy   -18700.4257 eV